Record 1
Entry from the Open Molecules 2025 dataset: C6H9NO3 in the gas phase at a distorted geometry (ωB97M-V/def2-TZVPD).

Properties
* SMILES: CC1=C([N+](=O)[O-])COCC1
* Kohn-Sham gap: 9.401 eV
* energy above the lowest of the compared OMol25 structures with the same formula, charge and spin: 111.16 kcal/mol
* charge: 0
* lowest unoccupied orbital energy: -0.35 eV
* highest occupied orbital energy: -9.76 eV
* total energy: -13995.7877 eV
* strongest force on any atom: 3.94 eV/Å

Geometry as XYZ:
```
19
C6H9NO3, DFT ωB97M-V/def2-TZVPD
C 0.2202 -0.3005 -0.5958
C -0.9006 -0.1881 0.1477
C 1.4708 0.1123 0.1159
C -0.7062 0.1238 1.5665
C 1.1404 1.3944 0.9909
C 0.3010 -0.8085 -2.0637
N -2.1956 -0.5445 -0.3020
O -2.3296 -1.1045 -1.3779
O -3.1536 -0.3008 0.4154
O 0.1931 1.1133 1.9491
H 1.9782 -0.6598 0.7296
H 2.2482 0.2390 -0.5764
H -1.5846 0.4712 2.0366
H -0.3486 -0.7645 1.9669
H 2.0326 1.7475 1.4912
H 0.6112 2.2579 0.3658
H -0.3479 -0.2302 -2.6360
H 0.0335 -1.8291 -1.9960
H 1.3377 -0.7289 -2.2277
```


Record 2
Entry from the Open Molecules 2025 dataset: a gas-phase ion, C5H8NO (charge -1) at a distorted geometry (ωB97M-V/def2-TZVPD).

Properties
* SMILES: C=CN([O-])C(=C)C
* Kohn-Sham gap: 5.226 eV
* energy above the lowest of the compared OMol25 structures with the same formula, charge and spin: 69.57 kcal/mol
* charge: -1
* lowest unoccupied orbital energy: 3.88 eV
* highest occupied orbital energy: -1.34 eV
* total energy: -8848.2189 eV
* strongest force on any atom: 5.49 eV/Å

Geometry as XYZ:
```
15
C5H8NO, DFT ωB97M-V/def2-TZVPD
C -2.6501 -0.8517 0.7037
C 1.8217 1.1685 0.5284
C -1.4007 -0.5985 0.2355
C 0.9174 0.3915 -0.0836
C 1.3059 -0.2969 -1.3431
N -0.5938 0.3867 0.6367
O -0.6884 1.0289 1.7491
H -3.2367 -1.4986 0.1883
H -3.0585 -0.1356 1.2737
H 1.7306 1.6894 1.4596
H 2.8014 1.2514 0.1981
H -1.0487 -1.2542 -0.4544
H 0.4960 -0.3308 -2.0852
H 1.6705 -1.2322 -1.0958
H 1.9333 0.2822 -1.9110
```


Record 3
Entry from the Open Molecules 2025 dataset: 9 unconnected molecules or ions with the total composition C28H69Cl8N3O8 at a distorted geometry (ωB97M-V/def2-TZVPD).

Properties
* SMILES: COCCNCCOC.COCCNCCOC.COCCNCCOC.ClCCCl.ClCCCl.ClCCCl.ClCCCl.CO.CO
* Kohn-Sham gap: 7.994 eV
* charge: 0
* lowest unoccupied orbital energy: 0.10 eV
* highest occupied orbital energy: -7.90 eV
* total energy: -151175.0092 eV
* strongest force on any atom: 4.68 eV/Å

Geometry as XYZ:
```
116
C28H69Cl8N3O8, DFT ωB97M-V/def2-TZVPD
Cl -1.1243 -33.1918 -2.7096
C -2.8689 -33.1554 -2.5592
C -3.5222 -33.1443 -3.9647
Cl -3.3202 -31.6578 -4.8457
H -3.1256 -32.2155 -2.0705
H -3.1648 -34.0168 -1.9604
H -4.5548 -33.3857 -3.7128
H -3.1798 -33.9308 -4.6371
Cl 6.2156 -38.5894 4.5687
C 4.8429 -37.5888 4.1257
C 3.8333 -37.4189 5.2478
Cl 2.9410 -39.0518 5.4771
H 4.3949 -38.1191 3.2853
H 5.1668 -36.6308 3.7190
H 3.0708 -36.6575 5.0834
H 4.3870 -37.0597 6.1152
Cl 13.1705 -38.9219 1.0491
C 13.1277 -37.1773 1.5153
C 11.7165 -36.6504 1.8214
Cl 10.7867 -36.7134 0.3077
H 13.5875 -36.5394 0.7606
H 13.8327 -37.0116 2.3300
H 11.7710 -35.6716 2.2980
H 11.1710 -37.3136 2.4927
Cl -2.1280 -40.0968 -8.7359
C -1.0241 -40.1497 -7.3620
C -1.4658 -39.1538 -6.3181
Cl -0.3421 -38.9370 -4.8662
H -0.0811 -39.7888 -7.7725
H -0.9787 -41.1303 -6.8881
H -2.4446 -39.3598 -5.8850
H -1.6147 -38.1316 -6.6662
C 4.5097 -35.8415 -1.4748
O 3.6741 -36.6545 -0.7547
H 3.9942 -35.2841 -2.2569
H 4.8330 -34.9573 -0.9255
H 5.3758 -36.3764 -1.8645
H 3.0103 -37.1381 -1.2519
C 1.3590 -32.9968 2.6724
O 2.5711 -32.4934 3.2235
H 0.5673 -32.8537 3.4078
H 1.0631 -32.2563 1.9293
H 1.4201 -34.0576 2.4291
H 2.5420 -31.5512 3.0419
C 5.1590 -35.9873 -12.5059
O 5.4531 -37.2744 -11.9108
C 5.8666 -37.1474 -10.5033
C 5.1252 -36.3073 -9.3397
N 3.7360 -36.6703 -9.4029
C 2.9403 -35.5746 -8.6700
C 3.0434 -34.0328 -9.1438
O 4.2480 -33.3565 -8.8487
C 4.5940 -33.3738 -7.4600
H 5.4303 -36.0248 -13.5610
H 5.8232 -35.1876 -12.1782
H 4.1335 -35.6204 -12.5488
H 6.8351 -36.7270 -10.7741
H 6.1087 -38.1964 -10.3327
H 5.1343 -35.2945 -9.7425
H 5.6468 -36.3104 -8.3826
H 3.4083 -36.6335 -10.3575
H 2.9520 -35.5848 -7.5801
H 1.9444 -35.9023 -8.9679
H 2.2016 -33.4599 -8.7548
H 3.0115 -33.9567 -10.2307
H 4.8417 -34.3757 -7.1093
H 3.8452 -32.8327 -6.8815
H 5.4532 -32.7135 -7.3420
C 10.8594 -29.7746 -12.3157
O 10.7989 -31.1313 -12.5141
C 9.4920 -31.6474 -12.6656
C 8.4303 -31.4038 -11.6016
N 8.6560 -32.0716 -10.2845
C 10.0197 -32.4605 -9.8947
C 10.0906 -33.0135 -8.4163
O 9.4778 -34.2980 -8.2037
C 9.7182 -34.8525 -6.9319
H 10.5126 -29.2297 -13.1937
H 11.9146 -29.5161 -12.2280
H 10.2720 -29.4718 -11.4488
H 9.5019 -32.7060 -12.9251
H 9.0513 -31.1864 -13.5496
H 7.4543 -31.6706 -12.0069
H 8.3307 -30.3535 -11.3274
H 7.9211 -32.3379 -9.6448
H 10.7820 -31.7012 -10.0695
H 10.3242 -33.2122 -10.6229
H 9.6803 -32.4692 -7.5658
H 11.1662 -33.1534 -8.3085
H 10.5975 -35.4362 -6.6596
H 8.8093 -35.4234 -6.7418
H 9.8368 -34.0755 -6.1767
C 1.7044 -43.6314 2.6199
O 1.8027 -44.9460 3.1585
C 3.1684 -45.3106 3.3835
C 3.3078 -46.8076 3.6323
N 3.0911 -47.1718 5.0005
C 1.8395 -46.9371 5.7714
C 1.8958 -47.4267 7.2142
O 1.6762 -48.7964 7.3972
C 1.6344 -49.3136 8.6927
H 2.3379 -42.7957 2.9173
H 0.7006 -43.2539 2.8145
H 1.9302 -43.5264 1.5587
H 3.6414 -44.6496 4.1097
H 3.6748 -45.1438 2.4329
H 4.3341 -47.0375 3.3460
H 2.5134 -47.3118 3.0820
H 3.1614 -48.1786 4.9631
H 0.9977 -47.3562 5.2203
H 1.6309 -45.8673 5.7762
H 1.1698 -46.9191 7.8494
H 2.9119 -47.2077 7.5424
H 2.5774 -49.1067 9.1987
H 1.4733 -50.3913 8.6632
H 0.7814 -48.8657 9.2025
```


Record 4
Entry from the Open Molecules 2025 dataset: C6H6O3 in the gas phase at a distorted geometry (ωB97M-V/def2-TZVPD).

Properties
* SMILES: O=CC1=CCC(=O)OC1
* Kohn-Sham gap: 9.777 eV
* energy above the lowest of the compared OMol25 structures with the same formula, charge and spin: 60.76 kcal/mol
* charge: 0
* lowest unoccupied orbital energy: -0.29 eV
* highest occupied orbital energy: -10.07 eV
* total energy: -12458.4691 eV
* strongest force on any atom: 11.29 eV/Å

Geometry as XYZ:
```
15
C6H6O3, DFT ωB97M-V/def2-TZVPD
C -2.3191 0.0088 -0.4386
C -0.9233 -0.0511 -0.1069
C -0.1574 1.1426 -0.1409
C 1.2969 0.8826 0.2651
C 1.9291 -0.4105 -0.1795
C -0.2166 -1.2975 0.2637
H -2.5631 0.9699 -1.0875
H -0.5455 2.0066 -0.2401
H 1.9184 1.8542 -0.1913
H 1.5911 1.1372 1.4256
H -0.3132 -1.4481 1.2378
H -0.7152 -2.0524 -0.0100
O -3.1263 -0.7329 -0.0988
O 3.0760 -0.5693 -0.4968
O 1.0683 -1.4400 -0.2019
```


Record 5
Entry from the Open Molecules 2025 dataset: a molecular structure, C46H33Cl5GeKN3O3S at a distorted geometry (ωB97M-V/def2-TZVPD).

Properties
* Kohn-Sham gap (alpha / beta): 3.149 / 6.118 eV
* 2S+1: 2
* charge: -1
* lowest unoccupied orbital energy (alpha / beta): 1.86 / 1.86 eV
* highest occupied orbital energy (alpha / beta): -1.29 / -4.26 eV
* total energy: -205136.6357 eV
* strongest force on any atom: 5.45 eV/Å

Geometry as XYZ:
```
93
C46H33Cl5GeKN3O3S, DFT ωB97M-V/def2-TZVPD
K 9.8501 13.6332 14.2295
C 10.4966 12.5518 18.8951
C 11.8547 12.7298 19.1587
C 12.7292 13.0146 18.0919
C 12.1985 13.2921 16.8201
N 10.8719 13.1714 16.5758
C 10.0690 12.6891 17.5256
C 13.1251 13.6917 15.7256
C 14.1985 14.5994 15.9095
C 15.0426 14.9215 14.8145
C 14.8358 14.2038 13.5947
C 13.6521 13.4205 13.4819
N 12.7597 13.2505 14.5213
C 13.3436 12.8585 12.1339
C 14.3231 12.5860 11.1882
C 13.9299 12.3893 9.8914
C 12.5752 12.3782 9.4896
C 11.7049 12.7920 10.5112
N 11.9970 12.8593 11.7907
H 9.7385 12.2191 19.6030
H 12.2572 12.8807 20.1706
H 13.7907 12.9319 18.0892
H 9.0472 12.5440 17.1971
H 14.5669 14.9119 16.8804
H 15.8512 15.6253 14.9607
H 15.4932 14.0828 12.7435
H 15.3643 12.4509 11.3835
H 14.6278 12.0715 9.1222
H 12.2452 12.0122 8.5186
H 10.6869 12.9707 10.2717
C 5.4191 12.9292 8.3080
C 6.0572 12.4058 9.5542
C 5.3375 11.8268 10.6142
C 5.9772 11.4801 11.7892
C 7.3434 11.3733 11.7844
C 8.1270 11.8880 10.7619
C 7.4425 12.4915 9.6581
S 8.0399 10.7243 13.2186
O 7.2887 11.2100 14.3605
O 7.6970 9.2182 13.0000
O 9.4956 10.8712 13.0876
H 5.5297 12.2414 7.4884
H 5.9186 13.9381 8.1343
H 4.3714 13.0742 8.4780
H 4.2804 11.5360 10.5262
H 5.4728 11.2316 12.6941
H 9.2316 11.8734 10.8461
H 8.0032 12.8939 8.8584
Cl 9.6050 16.6208 17.2642
C 9.5364 17.2405 15.6988
C 9.3671 16.4984 14.5361
C 9.2658 16.9060 13.2739
Cl 9.0143 15.7144 11.9900
C 9.2357 18.3114 12.9814
Cl 8.6181 18.7679 11.3876
C 9.5113 19.1493 14.0795
Cl 9.6818 20.7979 13.7515
C 9.6662 18.6461 15.4034
Cl 10.0696 19.7177 16.7083
C 6.0228 4.9608 16.1639
C 7.3526 5.3318 16.4959
C 8.1426 6.0929 15.6577
C 7.4834 6.8147 14.6824
C 6.1510 6.6442 14.3832
C 5.4496 5.6505 15.0752
Ge 8.7088 7.7829 13.5607
C 10.4225 8.3129 14.5754
C 10.3596 8.8580 15.8674
C 11.5586 9.0397 16.5752
C 12.7447 8.9841 15.9381
C 12.8229 8.7395 14.5516
C 11.6633 8.4037 13.8744
C 8.8213 6.8644 11.8881
C 7.9046 5.8495 11.6644
C 7.8535 5.1100 10.4597
C 8.6210 5.4406 9.4061
C 9.6249 6.4637 9.6548
C 9.7534 7.1522 10.8381
H 5.4957 4.2321 16.7741
H 7.7526 4.9986 17.4623
H 9.1896 6.0838 15.7416
H 5.6951 7.3068 13.6605
H 4.3921 5.4421 14.8261
H 9.4055 9.1036 16.3845
H 11.5356 9.2708 17.6391
H 13.6909 8.9551 16.4357
H 13.8038 8.9054 14.0649
H 11.6814 7.9896 12.8820
H 7.2705 5.5599 12.4790
H 7.1014 4.3405 10.4067
H 8.4659 5.0707 8.4494
H 10.4199 6.3888 8.8946
H 10.3264 8.0711 10.9336
```


Record 6
Entry from the Open Molecules 2025 dataset: 2 unconnected molecules or ions with the total composition C2Cl3F2O3S at a distorted geometry (ωB97M-V/def2-TZVPD).

Properties
* Kohn-Sham gap (alpha / beta): 6.147 / 8.517 eV
* charge: -1
* lowest unoccupied orbital energy (alpha / beta): 1.48 / 2.74 eV
* highest occupied orbital energy (alpha / beta): -4.67 / -5.78 eV
* total energy: -62051.5085 eV
* strongest force on any atom: 4.17 eV/Å

Geometry as XYZ:
```
11
C2Cl3F2O3S, DFT ωB97M-V/def2-TZVPD
C -0.5046 0.5918 0.4872
C 2.4833 -0.4844 -0.4644
O -1.7894 -1.5521 -0.5850
O -2.7351 0.6726 -1.3284
O -2.8790 -0.1600 0.9669
F -0.2362 0.0113 1.6323
F 2.5348 -0.4519 -1.8247
S -2.2150 -0.2246 -0.2581
Cl -1.0537 2.2377 0.7948
Cl 2.9738 1.0550 0.2510
Cl 3.4212 -1.6955 0.3284
```


Record 7
Entry from the Open Molecules 2025 dataset: a gas-phase ion, C6H12N3O (charge +1) at a distorted geometry (ωB97M-V/def2-TZVPD).

Properties
* Kohn-Sham gap (alpha / beta): 7.677 / 7.677 eV
* energy above the lowest of the compared OMol25 structures with the same formula, charge and spin: 143.31 kcal/mol
* charge: +1
* lowest unoccupied orbital energy (alpha / beta): -3.89 / -3.89 eV
* highest occupied orbital energy (alpha / beta): -11.57 / -11.57 eV
* total energy: -12923.3028 eV
* strongest force on any atom: 6.58 eV/Å

Geometry as XYZ:
```
22
C6H12N3O, DFT ωB97M-V/def2-TZVPD
C 2.6221 0.2814 -0.3191
C -0.9967 -0.1677 -0.5413
C 0.7225 1.9014 -0.6751
C -0.3026 2.0278 0.3937
C -3.1943 -1.1393 0.0664
C 3.2687 -1.7311 0.3460
N 1.5254 0.7651 -0.3226
N -1.2388 0.8751 0.2649
N -1.9323 -1.1127 -0.6465
O 3.6354 -0.3589 -0.1308
H 0.2952 1.6427 -1.7219
H 1.2957 2.7932 -0.6804
H 0.2084 1.8595 1.4395
H -0.9789 2.9036 0.2854
H -2.9398 -0.9563 1.1775
H -3.5520 -2.1560 0.2004
H -4.0327 -0.4657 -0.1378
H 3.8943 -2.4189 -0.1418
H 2.2086 -1.9863 0.2654
H 3.4983 -1.6383 1.3465
H -2.1308 0.8690 0.8158
H -1.8755 -1.7877 -1.2841
```


Record 8
Entry from the Open Molecules 2025 dataset: 2 unconnected molecules or ions with the total composition C4H12N2O2 at a distorted geometry (ωB97M-V/def2-TZVPD).

Properties
* SMILES: C/C(O)=N\O.CCN
* Kohn-Sham gap: 8.887 eV
* energy above the lowest of the compared OMol25 structures with the same formula, charge and spin: 105.25 kcal/mol
* charge: 0
* lowest unoccupied orbital energy: 0.91 eV
* highest occupied orbital energy: -7.97 eV
* total energy: -11414.6527 eV
* strongest force on any atom: 5.31 eV/Å

Geometry as XYZ:
```
20
C4H12N2O2, DFT ωB97M-V/def2-TZVPD
C 1.5146 1.1524 0.3116
C 2.3245 -0.1177 0.2738
N 0.1693 0.9440 1.2119
H -0.3005 1.8086 1.4728
H -0.0292 -0.0051 1.5082
H 1.2637 1.5172 -0.6827
H 2.0411 1.9538 0.8289
H 1.7831 -0.9098 -0.2533
H 3.2613 0.0498 -0.2689
H 2.5545 -0.4782 1.2805
C -1.7280 -1.4390 0.2365
C -1.4569 -0.0428 -0.2715
O -0.0936 -0.8322 -1.8913
O -2.4589 0.8216 0.0735
N -0.9570 0.2134 -1.4836
H -0.0080 -0.6766 -2.8468
H -2.5510 1.4538 -0.6586
H -1.7884 -2.1640 -0.5762
H -0.9062 -1.7374 0.8923
H -2.6344 -1.5118 0.8429
```